[1]
90
Properties=species:S:1:pos:R:3 method="wB97M-V/def2-TZVPD" e_homo_ev=-8.0476 smiles="CCOB(O)P(CCN(CC)C(C)=O)[C@@H](Cl)CC.CC(C)O.CC(C)O.CC(C)O.CC(C)O" homo_lumo_gap_ev=8.6 total_charge=0 spin_multiplicity=1 e_lumo_ha=0.0186
C 3.188 -1.606 -0.781
C 3.217 -2.149 -2.285
O 1.833 -2.393 -2.674
B 1.270 -1.237 -3.296
O 1.781 -0.581 -4.465
P -0.366 -0.500 -2.532
C -1.706 -1.039 -3.771
C -3.173 -0.533 -3.406
N -4.143 -1.670 -3.208
C -4.420 -1.909 -1.764
C -3.497 -3.024 -1.094
C -5.414 -1.146 -3.791
C -6.237 0.007 -3.041
O -5.848 -1.551 -4.876
C -0.077 1.369 -2.582
Cl -1.554 2.384 -2.210
C 1.070 1.841 -1.542
C 0.564 1.813 -0.014
H 2.479 -2.278 -0.201
H 4.255 -1.615 -0.397
H 2.799 -0.546 -0.691
H 3.702 -1.387 -2.980
H 3.813 -3.114 -2.360
H 2.283 -1.255 -4.972
H -1.407 -0.661 -4.800
H -1.628 -2.181 -3.826
H -3.554 0.037 -4.327
H -3.230 0.175 -2.523
H -5.502 -2.278 -1.688
H -4.360 -0.983 -1.104
H -3.635 -4.034 -1.614
H -3.822 -3.163 -0.006
H -2.414 -2.690 -1.117
H -6.742 -0.415 -2.105
H -5.570 0.898 -2.778
H -7.064 0.435 -3.719
H 0.360 1.611 -3.616
H 2.045 1.281 -1.682
H 1.288 2.928 -1.839
H 1.453 1.695 0.697
H -0.173 0.946 0.075
H 0.096 2.819 0.216
C 6.292 1.323 2.466
C 5.311 0.247 2.028
C 4.424 -0.197 3.181
O 6.032 -0.877 1.526
H 6.956 0.949 3.252
H 6.930 1.623 1.631
H 5.768 2.206 2.841
H 4.690 0.626 1.212
H 5.024 -0.623 3.992
H 3.733 -0.978 2.854
H 3.844 0.639 3.578
H 6.584 -1.219 2.240
C -0.358 -3.621 2.629
C -1.876 -3.543 2.664
C -2.417 -3.899 4.040
O -2.420 -4.435 1.694
H -0.014 -4.636 2.854
H 0.016 -3.373 1.632
H 0.090 -2.934 3.351
H -2.198 -2.534 2.392
H -2.144 -4.923 4.313
H -3.509 -3.849 4.047
H -2.031 -3.220 4.804
H -2.142 -5.331 1.924
C -9.585 3.162 -2.407
C -8.563 3.347 -3.518
C -8.962 4.476 -4.454
O -8.444 2.134 -4.260
H -10.566 2.904 -2.818
H -9.291 2.340 -1.748
H -9.686 4.070 -1.808
H -7.582 3.558 -3.084
H -9.922 4.263 -4.935
H -8.226 4.591 -5.253
H -9.045 5.424 -3.916
H -9.306 1.937 -4.649
C 9.694 1.818 7.035
C 9.555 1.877 5.522
C 8.874 3.162 5.079
O 8.794 0.757 5.071
H 8.712 1.842 7.519
H 10.174 0.885 7.340
H 10.288 2.655 7.410
H 10.542 1.805 5.059
H 7.864 3.233 5.495
H 8.771 3.186 3.991
H 9.443 4.040 5.395
H 7.918 0.810 5.475



[2]
20
Properties=species:S:1:pos:R:3 method="wB97M-V/def2-TZVPD" e_homo_ev=-9.6637 smiles="CC(=O)C(C)(C)C(N)=O" homo_lumo_gap_ev=10.4 total_charge=0 spin_multiplicity=1 e_lumo_ha=0.0276
C -0.080 1.264 1.902
C 1.307 0.914 -0.605
C 0.820 -1.541 -0.498
C -1.025 0.126 -1.061
C -0.276 -0.039 1.186
C 0.262 -0.137 -0.242
N -1.855 -0.942 -1.145
O -0.895 -0.954 1.669
O -1.257 1.198 -1.574
H -1.761 -1.702 -0.492
H -2.759 -0.793 -1.562
H -0.481 2.075 1.296
H 0.980 1.453 2.061
H -0.591 1.233 2.862
H 0.869 1.907 -0.631
H 1.695 0.698 -1.599
H 2.136 0.897 0.098
H 0.214 -2.305 -0.016
H 1.825 -1.606 -0.083
H 0.870 -1.745 -1.565



[3]
57
Properties=species:S:1:pos:R:3 method="wB97M-V/def2-TZVPD" e_homo_ev=-5.8238 homo_lumo_gap_ev=4.9 total_charge=0 spin_multiplicity=1 e_lumo_ha=-0.0333
C 3.634 -2.987 1.186
C 2.729 -1.835 0.833
O 1.391 -2.129 1.276
C 0.504 -1.151 0.954
C -0.825 -1.466 1.503
C -1.901 -0.564 1.296
O -1.795 0.497 0.675
C -3.282 -0.991 1.835
C -4.072 -1.861 0.863
C -3.707 -3.350 0.832
C -2.346 -3.684 0.173
C -1.220 -3.960 1.170
C -0.989 -2.800 2.167
O 0.846 -0.201 0.262
H 4.645 -2.763 0.839
H 3.684 -3.145 2.268
H 3.316 -3.914 0.698
H 3.060 -0.912 1.324
H 2.696 -1.675 -0.250
H -3.193 -1.477 2.813
H -3.848 -0.063 1.976
H -5.135 -1.790 1.136
H -3.981 -1.444 -0.151
H -3.748 -3.771 1.848
H -4.483 -3.863 0.241
H -2.470 -4.588 -0.446
H -2.045 -2.878 -0.514
H -1.432 -4.877 1.743
H -0.286 -4.136 0.615
H -0.070 -3.021 2.729
H -1.825 -2.772 2.879
C 5.434 3.137 -2.179
O 4.769 2.977 -0.911
C 3.423 3.136 -0.868
C 2.799 2.931 0.391
C 1.431 2.963 0.489
C 0.624 3.169 -0.655
C -0.804 3.092 -0.499
N -1.615 2.510 -1.354
C -3.061 2.718 -1.247
C -1.120 1.598 -2.381
C 1.254 3.488 -1.887
C 2.632 3.460 -2.002
H 6.485 2.970 -1.959
H 5.072 2.395 -2.902
H 5.283 4.151 -2.574
H 3.428 2.716 1.254
H 0.931 2.779 1.441
H -1.286 3.564 0.368
H -3.542 2.140 -2.039
H -3.400 2.383 -0.260
H -3.318 3.781 -1.364
H -1.998 1.090 -2.790
H -0.614 2.143 -3.192
H -0.424 0.878 -1.926
H 0.653 3.745 -2.761
H 3.111 3.655 -2.968